1.
Molecular formula: C6H8CoO6
Method: DFT, ωB97M-V/def2-TZVPD

```
21
Properties=species:S:1:pos:R:3:forces:R:3
O 0.4863 0.6895 2.4741 0.0744 -1.4178 -0.5882
C 1.2987 1.3871 -0.9457 1.2185 0.5563 -0.5105
C -0.2234 1.8087 2.1018 -0.4499 1.8426 0.2615
O 2.1873 1.7452 -1.6767 -1.3025 -1.0095 0.7523
O 0.6563 2.2364 -0.1761 -0.7851 0.8729 0.9758
C -0.5221 1.9327 0.6135 0.1283 -0.4884 -1.1652
H 0.2993 2.7360 2.4125 0.0097 -0.6171 -0.0024
H -1.2229 1.8482 2.5857 0.3423 -0.3950 -0.0339
H -1.1961 2.7789 0.4334 0.1962 -0.1990 0.2820
H -1.0081 1.0309 0.2155 0.0312 0.0541 0.1723
H -1.3297 -3.2521 -0.5545 -0.0030 0.4197 0.2187
O 1.7531 -0.6915 0.1061 -0.7965 -0.4112 1.0910
O -0.8624 -1.5265 0.5261 0.8236 0.5781 2.1563
C -1.1133 -2.1724 -0.6651 -0.1621 -0.2656 -1.1596
C 0.0716 -2.0724 -1.6154 0.2983 -0.3369 -0.1965
O 0.4348 -0.6687 -1.7378 -0.4085 0.2613 1.0406
C 1.0330 -0.1112 -0.7220 1.6790 0.1172 -2.6093
H -1.9815 -1.6907 -1.1574 0.2370 -0.2437 0.3406
H -0.2009 -2.3781 -2.6303 0.1193 0.0250 0.2933
H 0.9392 -2.6399 -1.2580 -0.1623 0.1702 -0.1401
Co 0.5008 -0.9901 1.6703 -1.0880 0.4869 -1.1786
```
Forces are in eV/Å.

Properties
highest occupied orbital energy (spin up / spin down)	-14.58 / -14.53	eV
gap between HOMO and LUMO (spin up / spin down)	9.823 / 6.558	eV
total charge	+1
total energy	-2067.2625	Eh
multiplicity	5
ΔE to the lowest compared entry with this formula, charge and spin	131.86	kJ/mol

So, what does the natural (NBO) scheme give us? The charges, in e, come out as: atom 1 (O): -0.5279, atom 2 (C): 0.7007, atom 3 (C): -0.1470, atom 4 (O): -0.4521, atom 5 (O): -0.4681, atom 6 (C): -0.1045, atom 7 (H): 0.2240, atom 8 (H): 0.2482, atom 9 (H): 0.2517, atom 10 (H): 0.2030, atom 11 (H): 0.2137, atom 12 (O): -0.7040, atom 13 (O): -0.8398, atom 14 (C): -0.0969, atom 15 (C): -0.1160, atom 16 (O): -0.4151, atom 17 (C): 0.7230, atom 18 (H): 0.1989, atom 19 (H): 0.2425, atom 20 (H): 0.2113, atom 21 (Co): 1.6544


2.
Molecular formula: C6H8CoOP
Method: DFT, ωB97M-V/def2-TZVPD

```
17
Properties=species:S:1:pos:R:3:forces:R:3
C 0.1567 -1.8596 -1.1145 -1.3515 -0.9638 0.4145
C 0.1666 -2.1496 0.2938 -1.2304 -0.8419 -0.6546
C -1.0704 -1.6864 0.8733 -0.2810 -1.1575 -1.2683
C -1.8676 -1.1239 -0.1952 0.7878 -1.4580 -0.2706
C -1.1074 -1.2278 -1.4213 -0.0594 -1.3837 0.8845
Co -0.0677 -0.0865 0.0047 0.7400 2.6094 0.3421
P 1.4323 1.2323 -1.0808 1.8224 1.3743 -1.4714
H 0.9032 -2.1648 -1.8381 -0.0144 0.2451 0.1959
H 0.8999 -2.7539 0.7999 0.2739 0.3474 0.1285
H -1.4002 -1.8433 1.8907 0.1785 0.2128 -0.0699
H -1.4863 -1.0311 -2.4094 0.1336 0.3732 -0.0313
H -2.9011 -0.8391 -0.1212 0.0246 0.4166 0.0810
H 1.1102 1.7902 -2.3920 0.3321 -0.4768 0.6334
H 2.7615 0.7245 -1.4157 -0.8120 0.2817 -0.0492
H 1.8973 2.4648 -0.5186 -0.3419 -0.5590 -0.0513
O 0.1335 2.3210 1.8906 0.2221 1.7356 1.2517
C 0.0045 1.3845 1.2393 -0.4244 -0.7553 -0.0650
```
Forces are in eV/Å.

Properties
highest occupied orbital energy (spin up / spin down)	-4.66 / -9.80	eV
gap between HOMO and LUMO (spin up / spin down)	5.548 / 9.223	eV
total energy	-2032.6174	Eh
multiplicity	5
ΔE to the lowest compared entry with this formula, charge and spin	41.91	kJ/mol

So, what does the natural (NBO) scheme give us? The charges, in e, come out as: atom 1 (C): -0.3516, atom 2 (C): -0.3575, atom 3 (C): -0.3438, atom 4 (C): -0.3495, atom 5 (C): -0.3655, atom 6 (Co): 1.0562, atom 7 (P): -0.0271, atom 8 (H): 0.2419, atom 9 (H): 0.2434, atom 10 (H): 0.2465, atom 11 (H): 0.2421, atom 12 (H): 0.2447, atom 13 (H): 0.0034, atom 14 (H): 0.0012, atom 15 (H): 0.0451, atom 16 (O): -0.5192, atom 17 (C): -0.0103


3.
Molecular formula: C6H8CuLiO6
Method: DFT, ωB97M-V/def2-TZVPD

```
22
Properties=species:S:1:pos:R:3:forces:R:3
O -0.3892 2.5269 1.4101 -0.1415 -0.5855 0.0039
C 2.8208 -0.0151 1.2678 -0.2708 -1.3420 -0.4300
C 0.5138 1.7080 1.3382 -0.1718 1.0112 -0.8155
O 3.2541 -0.0948 0.1071 0.4184 -0.4130 0.1400
O 2.8356 1.2552 1.7657 -0.3097 0.8448 -0.1906
C 1.6114 1.6228 2.3632 0.2255 0.3301 0.6855
H 0.6569 1.1060 0.4182 -0.2515 -0.0839 0.2947
H -0.2064 -3.0030 -0.7358 0.3124 0.5620 -0.0752
H 1.3223 0.9300 3.1664 -0.0388 -0.0002 -0.1132
H 1.7450 2.6304 2.7897 -0.0658 -0.4351 -0.0675
Cu -2.2483 2.6807 -0.0796 0.9058 -1.3862 -0.7751
Li 2.9394 -1.9220 0.5006 -0.0839 0.8655 0.1150
O -1.3005 -0.4342 -2.4090 0.1971 -0.0656 -0.5293
C -1.8117 0.5801 -1.6804 0.0107 0.5377 0.8307
C -1.5115 -1.7694 -1.9622 -0.4232 -0.1469 -0.3169
O -1.4462 1.7326 -2.0155 -0.1074 0.5411 0.2488
O -2.5419 0.3381 -0.6904 -0.1863 0.0242 0.3376
C -0.7848 -2.0680 -0.6633 -0.3934 -0.0509 0.6958
H -1.1280 -2.4033 -2.7702 -0.1169 0.2844 0.0619
H -2.5871 -1.9595 -1.8537 0.2235 0.0923 -0.0623
H -1.5337 -2.2873 0.1134 0.3723 0.4271 -0.0242
H -0.2099 -1.1541 -0.3803 -0.1048 -1.0111 -0.0141
```
Forces are in eV/Å.

Properties
highest occupied orbital energy	-8.20	eV
gap between HOMO and LUMO	7.429	eV
total energy	-2332.8315	Eh
ΔE to the lowest compared entry with this formula, charge and spin	117.18	kJ/mol

So, what does the natural (NBO) scheme give us? The charges, in e, come out as: atom 1 (O): -0.6075, atom 2 (C): 0.2042, atom 3 (C): 0.4576, atom 4 (O): -0.7859, atom 5 (O): -0.5531, atom 6 (C): -0.1913, atom 7 (H): 0.1512, atom 8 (H): 0.1924, atom 9 (H): 0.2155, atom 10 (H): 0.2251, atom 11 (Cu): 0.9051, atom 12 (Li): 0.8983, atom 13 (O): -0.5244, atom 14 (C): 0.9516, atom 15 (C): -0.0661, atom 16 (O): -0.8129, atom 17 (O): -0.8277, atom 18 (C): -0.6485, atom 19 (H): 0.1821, atom 20 (H): 0.1902, atom 21 (H): 0.2250, atom 22 (H): 0.2190


4.
Molecular formula: C6H8CuO6
Method: DFT, ωB97M-V/def2-TZVPD

```
21
Properties=species:S:1:pos:R:3:forces:R:3
O 2.7426 0.8769 -0.1387 -1.1850 0.5759 0.2981
C 2.6716 -0.3170 -0.7795 6.2527 -1.4677 1.5672
C 2.9226 1.9444 -1.0689 -0.3388 0.1173 -0.0139
O 3.1980 -1.2979 -0.2141 -3.1756 1.1434 -0.9905
O 2.9177 -0.1265 -2.1003 -1.1790 -0.1489 -0.8528
C 3.3231 1.2200 -2.3551 -0.3788 0.0598 -0.0567
H 3.7045 2.6110 -0.6877 -0.2314 -0.2110 -0.0334
H 1.9800 2.4972 -1.1699 0.2085 -0.0600 -0.0102
H 4.4050 1.2461 -2.5399 -0.2501 -0.1456 0.0795
H 2.7853 1.5823 -3.2378 0.1956 -0.0273 0.1814
O -1.9071 0.6185 1.1939 -0.1673 0.3880 -0.0016
C -2.3281 -0.5371 0.9384 -0.2344 0.9755 0.0268
C 0.3012 -1.0913 -0.5623 -0.8574 -0.1761 -0.3673
O -3.5252 -0.7820 0.6459 -0.9043 0.4704 0.1699
O -1.5045 -1.5967 0.9836 -0.3239 -0.4952 -0.4240
C -0.0987 -1.3890 0.8474 1.0409 0.4191 0.7159
Cu -4.2271 1.3521 1.0039 1.4618 -1.6409 -0.1538
H -0.0591 -0.1586 -1.0027 0.2094 -0.1372 0.1594
H 0.3912 -1.9387 -1.2458 0.2014 0.3183 0.1678
H 0.2188 -0.5847 1.5307 -0.1352 -0.1721 -0.2927
H 0.3683 -2.3181 1.1966 -0.2091 0.2144 -0.1691
```
Forces are in eV/Å.

Properties
highest occupied orbital energy (spin up / spin down)	-8.73 / -9.33	eV
gap between HOMO and LUMO (spin up / spin down)	6.993 / 7.589	eV
total energy	-2325.2153	Eh
multiplicity	2
ΔE to the lowest compared entry with this formula, charge and spin	195.38	kJ/mol

So, what does the natural (NBO) scheme give us? The charges, in e, come out as: atom 1 (O): -0.4954, atom 2 (C): 0.9460, atom 3 (C): -0.1001, atom 4 (O): -0.5723, atom 5 (O): -0.5026, atom 6 (C): -0.0961, atom 7 (H): 0.2025, atom 8 (H): 0.1839, atom 9 (H): 0.1900, atom 10 (H): 0.1958, atom 11 (O): -0.8237, atom 12 (C): 0.9617, atom 13 (C): -0.2680, atom 14 (O): -0.8156, atom 15 (O): -0.5114, atom 16 (C): -0.1588, atom 17 (Cu): 0.8901, atom 18 (H): 0.1782, atom 19 (H): 0.1861, atom 20 (H): 0.2070, atom 21 (H): 0.2026


Which of these has the lowest total energy? C6H8CuLiO6


Which value of ΔE to the lowest compared entry with this formula, charge and spin does entry 4 give? 195.38 kJ/mol


Which value of total energy does entry 1 give? -2067.2625 Eh